# 1
Computed, not measured: a molecular structure, C5H6O3, with ωB97M-V/def2-TZVPD.

HOMO-LUMO gap   10.664 eV
E_HOMO   -9.81 eV
Spin multiplicity   1
ΔE to the lowest compared entry with this formula, charge and spin   5.1515 eV

Cartesian coordinates (Å):
C 0.969 -0.380 0.251
C -0.280 -0.951 -0.478
C -0.121 0.537 0.878
C -0.417 1.294 -0.367
C -0.669 0.137 -1.262
H 1.244 -1.716 1.591
H 1.666 0.111 -0.291
H -0.453 -1.881 -0.847
H -0.286 1.035 1.875
H -0.012 2.432 -0.335
H -0.604 0.040 -2.385
O 1.781 -0.968 1.303
O -0.977 -0.635 0.857
O -1.842 0.944 -0.788

Atom charges from the Mulliken analysis, given in e for atoms 1 to 4:
1. C -0.44
2. C -0.29
3. C -0.01
4. C -0.24

---

# 2
Computed, not measured: a molecular structure, C21H27Ge2N3O6PdSSe, with ωB97M-V/def2-TZVPD.

HOMO-LUMO gap (spin up / spin down)   7.328 / 7.419 eV
E_HOMO (spin up / spin down)   -4.88 / -4.97 eV
Total charge   -1
Spin multiplicity   2
ΔE to the lowest compared entry with this formula, charge and spin   1.4534 eV

Cartesian coordinates (Å):
Pd -1.840 -0.268 0.117
N -4.203 -1.210 -0.034
N -5.169 -0.200 -0.010
C -4.807 1.157 0.087
O -5.716 1.969 0.233
O -3.549 1.404 -0.001
H -4.377 -1.853 -0.794
H -4.094 -1.709 0.848
H -6.067 -0.414 0.395
O -0.527 -2.313 1.195
Se -1.552 -1.965 2.567
O -0.792 -2.492 3.884
O -1.612 -0.329 2.408
O -2.976 -2.670 2.266
S -1.460 -0.153 -2.315
C -1.576 1.498 -2.704
N -2.316 2.339 -1.944
C -2.427 3.650 -2.192
C -1.801 4.231 -3.260
C -1.040 3.404 -4.098
C -0.926 2.068 -3.830
H -2.900 1.925 -1.094
H -3.050 4.198 -1.498
H -1.904 5.290 -3.446
H -0.534 3.829 -4.957
H -0.333 1.412 -4.451
C 1.796 -1.860 -2.821
Ge 1.916 -2.330 -0.921
C 1.298 -4.177 -0.735
C 3.826 -2.239 -0.464
Ge 0.736 -1.017 0.765
C 0.480 0.911 0.376
C 1.199 1.370 -0.732
C 1.185 2.709 -1.089
C 0.430 3.615 -0.354
C -0.291 3.174 0.744
C -0.268 1.834 1.119
C 1.879 -1.085 2.359
C 2.236 -2.324 2.893
C 3.085 -2.406 3.985
C 3.586 -1.246 4.563
C 3.235 -0.009 4.047
C 2.387 0.069 2.947
H 2.471 -2.522 -3.367
H 2.100 -0.828 -3.000
H 0.781 -1.979 -3.195
H 1.807 -4.823 -1.453
H 0.223 -4.228 -0.903
H 1.498 -4.538 0.274
H 4.363 -3.061 -0.941
H 3.975 -2.295 0.613
H 4.247 -1.298 -0.822
H 1.771 0.665 -1.326
H 1.756 3.046 -1.946
H 0.401 4.658 -0.644
H -0.889 3.871 1.318
H -0.808 1.520 1.999
H 1.817 -3.229 2.469
H 3.346 -3.372 4.398
H 4.242 -1.310 5.423
H 3.614 0.898 4.502
H 2.115 1.039 2.550

Atom charges from the Mulliken analysis, given in e for atoms 1 to 4:
1. Pd 0.18
2. N -0.29
3. N -0.18
4. C 0.37

---

# 3
Computed, not measured: 2 unconnected molecules or ions with the total composition H5NO, with ωB97M-V/def2-TZVPD.

HOMO-LUMO gap   11.518 eV
E_HOMO   -10.70 eV
Structure (SMILES)   N.O
Spin multiplicity   1
ΔE to the lowest compared entry with this formula, charge and spin   0.2590 eV

Cartesian coordinates (Å):
N -0.996 -0.122 -0.011
H -1.319 0.462 0.840
H -1.456 0.347 -0.811
H -1.443 -1.036 -0.036
O 2.017 -0.217 -0.005
H 2.109 0.710 -0.173
H 1.088 -0.143 0.196

Atom charges from the Mulliken analysis, given in e for atoms 1 to 4:
1. N -0.77
2. H 0.27
3. H 0.25
4. H 0.23

---

# 4
Computed, not measured: 2 unconnected molecules or ions with the total composition C5H14N3O, with ωB97M-V/def2-TZVPD.

HOMO-LUMO gap (spin up / spin down)   6.495 / 6.492 eV
E_HOMO (spin up / spin down)   -12.00 / -12.00 eV
Total charge   +1
Spin multiplicity   1
ΔE to the lowest compared entry with this formula, charge and spin   3.0047 eV

Cartesian coordinates (Å):
C -0.162 0.913 0.957
C -1.275 0.876 0.021
C -2.215 -1.425 0.136
C 3.117 -0.033 -0.842
C -2.487 0.077 0.311
N 1.372 -0.934 0.517
N -1.177 1.618 -1.053
N 2.470 -0.104 0.439
O 0.806 1.666 0.777
H -0.326 0.411 1.914
H 1.277 -1.557 -0.281
H -3.120 -1.976 0.374
H -1.425 -1.759 0.800
H -1.937 -1.650 -0.890
H 3.499 -1.021 -1.106
H 2.459 0.309 -1.649
H 3.955 0.653 -0.755
H -2.788 0.246 1.347
H -3.309 0.376 -0.341
H 1.344 -1.430 1.402
H -1.940 1.735 -1.704
H -0.334 2.173 -1.179
H 2.195 0.838 0.804

Atom charges from the Mulliken analysis, given in e for atoms 1 to 4:
1. C 0.16
2. C 0.54
3. C -1.06
4. C -0.89

---

# 5
Computed, not measured: 2 unconnected molecules or ions with the total composition H2I2O2P, with ωB97M-V/def2-TZVPD.

HOMO-LUMO gap (spin up / spin down)   3.058 / 4.825 eV
E_HOMO (spin up / spin down)   -10.16 / -11.93 eV
Total charge   +1
Spin multiplicity   3

Cartesian coordinates (Å):
O 1.270 -1.169 0.746
O 1.632 0.786 -0.627
P 2.397 -0.163 0.420
I -4.421 1.089 0.314
I -3.145 -1.107 -0.551
H 0.322 -0.979 0.777
H 1.943 1.543 -1.079

Atom charges from the Mulliken analysis, given in e for atoms 1 to 4:
1. O -0.28
2. O -0.36
3. P 0.83
4. I 0.10

---

# 6
Computed, not measured: 2 unconnected molecules or ions with the total composition C10H10O3, with ωB97M-V/def2-TZVPD.

HOMO-LUMO gap   8.211 eV
E_HOMO   -8.81 eV
Spin multiplicity   1
ΔE to the lowest compared entry with this formula, charge and spin   7.4610 eV

Cartesian coordinates (Å):
C -3.512 -0.629 1.168
C -1.362 -0.560 -0.154
C -0.162 -1.225 -0.579
C 1.038 -0.539 -0.831
C 2.347 -1.244 -0.858
C 3.303 -0.637 -0.139
C 3.512 0.458 0.810
C 1.014 0.802 -1.027
C -0.283 1.495 -0.743
C -1.436 0.835 -0.520
H -3.192 -0.231 2.331
H -4.205 0.378 0.309
H -4.120 -1.602 1.454
H -0.138 -2.268 -0.570
H 2.399 -2.162 -1.484
H 4.333 -1.006 -0.227
H 2.882 1.066 1.344
H 1.856 1.279 -1.155
H -0.468 2.684 -0.930
H -3.194 2.340 0.165
O -2.513 -1.209 0.374
O 4.719 0.606 1.314
O -2.820 1.370 -0.051

Atom charges from the Mulliken analysis, given in e for atoms 1 to 4:
1. C -0.49
2. C 0.38
3. C -0.60
4. C 0.56

---

The F_max results, record by record, are as follows: 6.40, 0.99, 2.45, 2.23, 3.60, 7.39 eV Å⁻¹.